Density functional theory data (the ωB97M-V functional and the def2-TZVPD basis) for a cluster of 9 separate species, C25H68O9 in total in a non-equilibrium geometry.

The geometry in XYZ format:
```
102
Properties=species:S:1:pos:R:3
C -4.09215 -0.58712 -0.91859
C -3.66542 -0.47687 -2.41109
C -4.55603 0.39700 -3.21089
O -2.27719 -0.08516 -2.51955
H -3.97815 0.35467 -0.49574
H -3.42567 -1.31335 -0.45573
H -5.10633 -0.96978 -0.81880
H -3.74547 -1.50507 -2.73041
H -5.51073 -0.09961 -3.24640
H -4.14697 0.46725 -4.19183
H -4.60806 1.40180 -2.83601
H -1.70133 -0.54623 -1.85579
C 1.01447 -3.45313 3.00795
C 2.53911 -3.37745 2.97989
C 3.20069 -4.79609 2.97478
O 3.01146 -2.76242 1.78654
H 0.62780 -2.47294 3.26568
H 0.75947 -4.12717 3.84976
H 0.63228 -3.79571 2.04899
H 2.91925 -2.75431 3.76156
H 4.24784 -4.67224 2.70467
H 2.72938 -5.40828 2.20677
H 3.00579 -5.35636 3.86145
H 2.59807 -3.16993 1.00140
C 1.12222 -5.85196 -0.73383
C 0.83041 -4.45211 -1.31961
C -0.67587 -4.34051 -1.60499
O 1.27698 -3.43145 -0.45224
H 2.12458 -5.92802 -0.25300
H 1.05567 -6.54296 -1.59063
H 0.48739 -6.09254 0.08907
H 1.39431 -4.40217 -2.25557
H -0.95276 -3.35244 -1.89618
H -1.16921 -4.56833 -0.66835
H -1.01924 -5.04142 -2.37876
H 0.82597 -2.56838 -0.60908
C -2.05133 -0.33832 3.47775
C -0.87785 0.33885 4.17509
C -1.33164 1.66404 4.73740
O -0.47470 -0.42823 5.34801
H -1.76374 -1.20655 2.95032
H -2.46386 0.35475 2.74213
H -2.79847 -0.61065 4.19905
H -0.00877 0.52293 3.54671
H -0.47316 2.11070 5.26410
H -2.12961 1.41402 5.46028
H -1.73597 2.31634 3.95469
H 0.15625 -1.07921 5.07762
C -5.30213 4.45826 0.27051
C -4.03050 4.54798 1.10498
C -3.00448 5.47540 0.51803
O -4.35980 4.81118 2.44481
H -5.05602 4.06839 -0.74329
H -5.75429 5.44931 0.11931
H -6.05086 3.78436 0.74907
H -3.52089 3.54349 1.16265
H -2.60932 5.01414 -0.40588
H -2.13855 5.54015 1.23419
H -3.38532 6.48327 0.41065
H -3.62684 5.18834 2.93795
C -0.90188 2.59698 -3.62685
C 0.46977 2.21289 -3.36977
C 0.87835 1.18881 -4.43414
O 1.29168 3.36178 -3.33480
H -1.23041 3.38910 -2.90730
H -1.52005 1.74360 -3.54873
H -0.97708 3.02810 -4.65907
H 0.54145 1.85617 -2.35051
H 2.00699 1.13345 -4.46012
H 0.54612 1.57515 -5.41950
H 0.45457 0.20011 -4.25197
H 1.45211 3.77837 -4.19028
C 2.77787 1.68294 2.04498
C 3.25225 2.39476 0.79248
C 4.76008 2.35795 0.67260
O 2.64592 1.70460 -0.33449
H 1.65378 1.74809 2.16519
H 3.19560 2.12907 2.92494
H 3.07219 0.65852 2.08106
H 2.90728 3.45272 0.77340
H 5.21010 3.04224 1.44269
H 4.98955 2.83336 -0.30883
H 5.22877 1.33736 0.68524
H 2.94465 2.15618 -1.16183
C 4.49587 -1.79728 -2.83756
C 3.68776 -0.96731 -1.89029
O 2.33993 -0.62865 -2.38160
H 4.62604 -1.31726 -3.81326
H 4.05966 -2.75906 -3.00102
H 5.49153 -1.86040 -2.37512
H 4.17791 -0.04953 -1.59002
H 3.44992 -1.44127 -0.90045
H 2.59686 -0.08575 -3.16049
C -0.60332 0.99348 0.36428
C 0.08849 -0.34321 0.52723
O 0.00226 -1.07868 -0.71175
H -0.04003 1.60560 -0.32858
H -0.79494 1.52408 1.33931
H -1.58664 0.82673 -0.12602
H -0.45176 -0.90649 1.32746
H 1.12692 -0.32436 0.80533
H 0.70319 -0.69509 -1.29345
```

ΔE to the lowest compared entry with this formula, charge and spin: 109.6 kJ/mol
LUMO: 0.019 Eh
SMILES: CC(C)O.CC(C)O.CC(C)O.CC(C)O.CC(C)O.CC(C)O.CC(C)O.CCO.CCO
HOMO: -9.62 eV
Molar mass: 512.8 g mol⁻¹
Calculated total energy: -1670.40504 hartree

Density functional theory data (the ωB97M-V functional and the def2-TZVPD basis) for a cluster of 12 separate species, C25H69ClN5O13 in total in a non-equilibrium geometry.

The geometry in XYZ format:
```
113
Properties=species:S:1:pos:R:3
C 3.34557 0.89673 0.73455
C 2.42271 0.36164 -0.55047
O 1.22399 -0.15255 -0.26423
N 3.04052 0.50647 -1.92378
C 2.71780 -0.65432 -2.84034
C 1.99502 0.02122 -4.18856
C 0.48692 0.60380 -3.88769
C -0.56799 -0.35879 -4.70146
C -2.08386 -0.37381 -4.04910
C -3.22780 0.78580 -4.43311
C -2.90712 2.03147 -5.44919
C -3.28507 3.51840 -4.86999
C -3.28657 3.63935 -3.22885
O -2.48971 4.62457 -5.47414
C -4.70196 0.52989 -3.68335
Cl -6.11771 1.72528 -4.06012
N -4.99839 -0.57573 -2.73016
N -4.00641 -1.47236 -2.47741
N -4.35248 -2.50398 -1.56780
C -2.58477 -1.55418 -2.97458
C -1.58205 -2.80100 -2.49489
N -1.09157 -2.61572 -1.04667
H 4.42033 1.17298 0.29554
H 2.80068 1.85221 1.13588
H 3.40159 0.00613 1.49424
H 2.76975 1.39740 -2.39478
H 2.05056 -1.48832 -2.35785
H 3.75408 -1.14201 -3.14894
H 1.89473 -0.85750 -4.98700
H 2.72640 0.81665 -4.65657
H 0.23386 0.74118 -2.74871
H 0.44912 1.68860 -4.38139
H -0.63317 0.08700 -5.80541
H -0.20206 -1.47421 -4.83728
H -3.35625 1.86035 -6.54153
H -1.72469 2.03256 -5.61386
H -4.40967 3.72922 -5.21061
H -2.86502 4.72519 -2.97699
H -4.38184 3.61074 -2.75804
H -2.58731 2.87141 -2.68939
H -1.55333 4.51611 -5.11425
H -4.27618 -3.42869 -2.04632
H -3.70859 -2.45436 -0.72169
H -2.13505 -3.81869 -2.66573
H -0.59211 -2.83551 -3.16020
H -1.59787 -3.38821 -0.51780
H -1.57534 -1.71611 -0.75271
C 2.59896 3.77184 -5.33040
O 1.81244 3.73906 -4.15379
H 2.99011 2.77037 -5.52437
H 1.98106 4.08893 -6.17408
H 3.43186 4.46585 -5.19384
H 1.47927 4.64081 -4.00739
C 5.11073 -0.64079 4.67389
O 4.19244 0.15993 3.95299
H 6.07963 -0.13656 4.69758
H 4.74997 -0.78015 5.69594
H 5.21827 -1.60900 4.17888
H 3.34267 -0.31280 3.94893
C 2.04080 -2.37290 6.33404
O 2.39242 -2.01221 5.01103
H 2.24137 -1.52862 6.99776
H 0.97728 -2.62075 6.37467
H 2.63830 -3.23165 6.64962
H 2.20354 -2.78037 4.44549
C -5.45978 1.35727 0.95896
O -5.57056 -0.04974 1.06922
H -5.89691 1.81885 1.84746
H -4.40562 1.63619 0.88744
H -5.99880 1.69773 0.07150
H -5.17460 -0.43141 0.26726
C 5.96640 -4.13087 6.07853
O 5.44999 -3.24926 7.05842
H 5.15033 -4.74039 5.68346
H 6.41272 -3.55261 5.26578
H 6.71777 -4.78171 6.53228
H 6.19650 -2.72191 7.39042
C 4.77522 0.95813 8.45120
O 5.95814 0.60074 7.76050
H 4.31441 0.05482 8.85771
H 5.02172 1.63873 9.26985
H 4.07972 1.43979 7.75961
H 6.34450 1.42195 7.41131
C 3.54022 4.68956 6.56396
O 3.42944 3.28255 6.67422
H 3.10309 5.15114 7.45246
H 4.59438 4.96847 6.49245
H 3.00120 5.03002 5.67651
H 3.82540 2.90087 5.87227
C 0.86640 0.54992 5.24172
O 0.34999 1.43153 6.22161
H 0.05033 -0.05960 4.84666
H 1.31272 1.12818 4.42897
H 1.61777 -0.10092 5.69548
H 1.09650 1.95888 6.55361
C 5.89896 5.49597 -7.64630
O 5.11244 5.46319 -6.46969
H 6.29011 4.49451 -7.84028
H 5.28106 5.81307 -8.48999
H 6.73186 6.18999 -7.50975
H 4.77927 6.36495 -6.32330
C -7.23083 -4.90584 -1.15912
O -7.74974 -3.66383 -1.59757
H -8.03147 -5.64911 -1.16969
H -6.43109 -5.22549 -1.83172
H -6.84612 -4.80231 -0.14162
H -7.01704 -3.02481 -1.57764
C -10.78372 -7.77732 -0.63477
O -9.98380 -8.31814 -1.67002
H -10.71939 -8.42776 0.24065
H -10.41835 -6.78117 -0.37336
H -11.82282 -7.72014 -0.96798
H -10.06073 -7.72002 -2.43287
```

ΔE to the lowest compared entry with this formula, charge and spin: 1156.3 kJ/mol
LUMO: -0.188 Eh
Net charge: +1
HOMO: -11.14 eV
Molar mass: 683.3 g mol⁻¹
Calculated total energy: -2705.10989 hartree

Density functional theory data (the ωB97M-V functional and the def2-TZVPD basis) for a cluster of 10 separate species, C25H70O20S10 in total in a non-equilibrium geometry.

The geometry in XYZ format:
```
125
Properties=species:S:1:pos:R:3
O -7.93880 3.54350 -4.60284
S -8.32192 2.27847 -5.15115
O -9.06058 2.22210 -6.35557
O -7.00461 1.42360 -5.37451
C -5.83432 1.76139 -4.60068
C -4.56902 1.50934 -5.38724
C -9.14295 1.27697 -3.95384
H -5.86870 1.33998 -3.59445
H -5.87014 2.83534 -4.40388
H -3.75861 2.08286 -4.94165
H -4.65907 1.84210 -6.42279
H -4.35582 0.44008 -5.41743
H -9.16996 0.27684 -4.37830
H -10.14630 1.65648 -3.78049
H -8.57187 1.29108 -3.02767
O 3.82538 2.93785 -5.84076
S 3.22676 4.08182 -5.24716
O 3.04345 4.22558 -3.83716
O 4.11497 5.28086 -5.76659
C 4.22377 6.46838 -4.94246
C 5.21769 7.36815 -5.61277
C 1.65454 4.37391 -6.00200
H 4.44396 6.17843 -3.91914
H 3.23898 6.95078 -4.92731
H 4.83161 7.66893 -6.58507
H 6.16579 6.84758 -5.74214
H 5.37940 8.25830 -5.00501
H 1.00576 3.58572 -5.63028
H 1.77925 4.24729 -7.07751
H 1.37202 5.40476 -5.80368
O -7.25214 7.75838 -8.29270
S -8.48182 7.40859 -7.65897
O -9.44981 8.41937 -7.38828
O -9.22654 6.26720 -8.46347
C -8.45632 5.11133 -8.80315
C -9.39609 4.08095 -9.41036
C -8.08783 6.61841 -6.14408
H -7.94100 4.67530 -7.94503
H -7.70782 5.33139 -9.56724
H -9.94597 4.58706 -10.20506
H -10.15580 3.78976 -8.68457
H -8.80215 3.23078 -9.73047
H -7.08514 6.20102 -6.18701
H -8.81093 5.89203 -5.79013
H -8.02321 7.42831 -5.41912
O -4.14963 11.86530 -10.35063
S -3.53393 10.77992 -9.68080
O -3.71988 10.58250 -8.27768
O -3.92348 9.46687 -10.46678
C -4.63400 8.38885 -9.78910
C -4.64038 7.17188 -10.65771
C -1.80307 10.77550 -9.98523
H -5.68132 8.65283 -9.67050
H -4.17007 8.22450 -8.82086
H -5.37889 6.45746 -10.28591
H -3.70745 6.61302 -10.70231
H -5.02009 7.33361 -11.66983
H -1.38488 11.62526 -9.44047
H -1.57629 10.97338 -11.02902
H -1.38234 9.86290 -9.57680
O 0.79480 4.83631 -9.87280
S 0.58877 5.80260 -10.90004
O 1.57227 6.78004 -11.18045
O 0.31068 5.05610 -12.26279
C -0.59758 3.94485 -12.25670
C -1.92397 4.29219 -12.92826
C -0.93670 6.60729 -10.58220
H -0.77147 3.58640 -11.24218
H -0.14183 3.12792 -12.81311
H -2.19212 5.33388 -12.75306
H -2.72458 3.67977 -12.51238
H -1.87555 4.11931 -14.00129
H -1.70820 5.91050 -10.27465
H -1.18979 7.22360 -11.44169
H -0.71968 7.29656 -9.76358
C -3.00158 9.05425 -4.93859
S -4.72435 8.72497 -4.51182
O -5.06590 9.69520 -3.43876
C -5.48080 9.30567 -6.00560
H -2.44894 9.09636 -4.00510
H -2.94572 9.94630 -5.55956
H -2.65436 8.21549 -5.54227
H -5.14493 8.73400 -6.87244
H -5.38701 10.36800 -6.21585
H -6.53763 9.03869 -5.95388
C -2.18117 5.25655 -7.04336
S -3.80524 5.98977 -6.75173
O -4.53466 5.58194 -7.98295
C -4.28031 5.02210 -5.33606
H -2.21276 4.18980 -6.80246
H -1.38292 5.67257 -6.42678
H -1.98594 5.36416 -8.10438
H -5.10764 5.46128 -4.77624
H -3.41675 4.85384 -4.69059
H -4.59794 4.03982 -5.69447
C -9.15225 6.30334 -2.21305
S -7.39717 5.97660 -2.24234
O -7.01329 6.10352 -3.67450
C -6.81839 7.49071 -1.48579
H -9.46775 6.82104 -1.30878
H -9.75907 5.45666 -2.51351
H -9.26393 7.04782 -3.01208
H -5.73715 7.40976 -1.41911
H -7.27291 7.58975 -0.49772
H -7.06983 8.36165 -2.09260
C -4.54965 4.71609 0.46038
S -2.95119 4.52495 -0.31769
O -2.97328 3.16599 -0.92212
C -3.30227 5.62014 -1.72261
H -4.83768 5.75596 0.61432
H -4.59851 4.18423 1.41128
H -5.28424 4.20014 -0.16524
H -2.61528 5.24431 -2.47323
H -3.18179 6.65736 -1.41108
H -4.34719 5.46122 -1.98621
C -0.19327 -1.21017 -6.34618
S -0.21179 0.54673 -6.61191
O 1.17344 0.94646 -6.94548
C -1.11235 0.62403 -8.16031
H 0.24942 -1.69046 -7.21840
H -1.17813 -1.60916 -6.09883
H 0.41040 -1.40042 -5.46012
H -2.05650 0.08558 -8.02261
H -0.56192 0.10687 -8.94407
H -1.33759 1.66894 -8.34939
```

ΔE to the lowest compared entry with this formula, charge and spin: 0.0 kJ/mol
LUMO: -0.002 Eh
HOMO: -8.81 eV
Molar mass: 1011.5 g mol⁻¹
Calculated total energy: -6480.96146 hartree

Density functional theory data (the ωB97M-V functional and the def2-TZVPD basis) for a cluster of 8 separate species, C25H71N9O8 in total in a non-equilibrium geometry.

The geometry in XYZ format:
```
113
Properties=species:S:1:pos:R:3
C -3.12844 -3.84903 2.25693
O -1.94252 -3.45844 2.93503
C -0.77293 -4.04501 2.38259
C 0.50149 -3.33489 2.83589
C 1.65275 -4.11722 2.19557
N 0.59577 -3.19257 4.28406
H -3.17252 -4.99773 2.16437
H -3.12067 -3.47124 1.21716
H -3.94721 -3.49932 2.86898
H -0.76560 -5.11749 2.70195
H -0.81526 -4.04243 1.24595
H 0.56406 -2.29114 2.44449
H 1.90920 -5.03621 2.69145
H 2.62598 -3.56178 2.21933
H 1.33859 -4.19573 1.12944
H 0.56618 -4.09169 4.74742
H -0.20176 -2.59225 4.55753
C 6.13025 -0.80232 -3.71078
O 5.88619 -0.61340 -2.35627
C 4.84243 -1.41988 -1.86954
C 4.44384 -0.81908 -0.52347
C 5.22958 -1.40938 0.67069
N 3.06875 -1.03935 -0.27284
H 7.04274 -0.25847 -3.84620
H 5.35346 -0.33675 -4.37850
H 6.28502 -1.89285 -3.84319
H 4.00833 -1.39046 -2.50546
H 5.25901 -2.46221 -1.81772
H 4.66566 0.19954 -0.58926
H 5.02839 -2.51084 0.87140
H 4.96778 -0.87869 1.56063
H 6.34289 -1.22143 0.61587
H 2.79475 -0.61291 0.64125
H 2.49531 -0.70415 -0.98108
C -6.58290 -0.16538 1.91736
O -6.32247 0.82219 0.93250
C -4.93332 1.01020 0.67237
C -4.74995 1.82142 -0.59316
C -4.81389 0.80938 -1.78948
N -3.35431 2.25605 -0.58903
H -7.62461 -0.49948 1.81878
H -6.34148 0.31827 2.88646
H -5.96937 -0.99873 1.84858
H -4.50822 1.47970 1.51782
H -4.47227 0.01780 0.55680
H -5.43824 2.62907 -0.52054
H -4.04477 0.04824 -1.62004
H -4.77890 1.43775 -2.71037
H -5.76771 0.27641 -1.85887
H -3.24013 2.82210 0.26318
H -3.22558 2.88636 -1.40834
C -0.78076 4.55112 -2.89837
O 0.23689 3.51489 -3.10678
C -0.17722 2.17855 -2.91271
C 1.05438 1.26447 -2.95979
C 1.98647 1.28861 -4.15358
N 0.57175 -0.15781 -3.02598
H -1.74875 4.31201 -3.42429
H -0.37017 5.48951 -3.26214
H -1.01574 4.63752 -1.86879
H -0.57170 2.16377 -1.90515
H -0.88465 1.79918 -3.71578
H 1.59726 1.47320 -1.97688
H 2.81784 0.60325 -3.88344
H 2.56044 2.19637 -4.25496
H 1.39837 0.98648 -5.06938
H 0.08103 -0.42821 -2.28172
H 1.35449 -0.80944 -3.19210
C -0.61948 4.30823 1.38190
O -1.87809 3.72150 1.74667
C -1.79260 2.35089 2.15793
C -1.14555 2.20045 3.53930
C -1.17623 0.68821 3.99915
N -1.64631 3.08638 4.55696
H -0.86672 5.34660 1.09767
H -0.19664 3.89820 0.44949
H 0.19350 4.36964 2.15697
H -2.82027 2.01459 2.20074
H -1.31313 1.69704 1.40481
H -0.09833 2.47512 3.43626
H -0.50285 0.09705 3.33850
H -2.18669 0.31020 3.88412
H -0.88215 0.63560 5.07024
H -2.61675 2.84070 4.72340
H -1.67288 3.98209 4.11662
N -1.45767 -4.71141 -4.10264
C -1.29488 -3.40063 -3.68865
N -0.77172 -2.55648 -4.60504
O -1.69310 -2.96959 -2.63502
H -1.86539 -4.79790 -4.99246
H -1.95939 -5.25758 -3.45662
H -0.40452 -2.80431 -5.50192
H -0.63565 -1.63974 -4.33009
N 0.16969 -2.30960 -0.30546
C -0.39247 -1.06278 -0.01473
N -1.64479 -0.80672 -0.43876
O 0.26296 -0.15850 0.60829
H -0.22081 -2.96386 -0.94048
H 1.15677 -2.26988 -0.45786
H -2.06397 0.13223 -0.37351
H -2.09282 -1.34097 -1.17239
C 4.34237 1.98760 2.19750
C 2.86015 2.14326 1.91330
C 2.76343 2.74477 0.48908
O 2.28452 0.92597 1.91202
H 4.80514 2.93943 2.02241
H 4.72305 1.34322 1.42417
H 4.75075 1.57723 3.12968
H 2.36147 2.78952 2.59140
H 3.12066 2.05048 -0.30090
H 3.19095 3.68860 0.34813
H 1.73307 2.92123 0.15700
H 1.52009 0.81586 1.28702
```

LUMO: 0.011 Eh
SMILES: COC[C@H](C)N.COC[C@H](C)N.COC[C@H](C)N.COC[C@H](C)N.COC[C@H](C)N.NC(N)=O.NC(N)=O.CC(C)O
HOMO: -8.65 eV
Molar mass: 625.9 g mol⁻¹
Calculated total energy: -2089.76337 hartree